This record from the OMol25 dataset describes C41H53N11O6S as an isolated structure. The level of theory is wB97M-V/def2-TZVPD.

XYZ file:
```
112
Properties=species:S:1:pos:R:3:forces:R:3
S 0.200981 -0.116334 -0.094559 -0.0178 -3.1348 -1.9971
O 0.250298 1.259910 0.016266 -0.3069 5.1546 0.9020
O -0.147975 -0.783643 1.131282 -0.7375 0.4814 0.7679
O -0.907069 -0.392760 -1.086179 -0.3698 0.6511 1.6032
O 1.444848 -0.581663 -0.627599 0.4145 -0.4048 0.0052
N 2.577737 -2.233487 -2.114060 -0.8446 -3.7782 -3.1519
C 3.778900 -2.874261 -2.024704 -0.2470 -1.5070 -4.4017
C 3.924672 -3.849924 -3.180430 -8.0795 4.9182 3.8579
C 2.465736 -3.936608 -3.720286 3.0418 4.7180 4.3737
C 1.721397 -2.856104 -3.046668 7.3736 -3.7228 -0.5133
H 2.159311 -1.448249 -1.676906 0.4656 0.4317 0.9728
H 4.455891 -2.448845 -1.345391 1.1722 0.0835 0.6484
H 4.656245 -4.473552 -3.424566 3.0866 -2.4085 -0.6666
H 2.258709 -4.607725 -4.470998 -1.1010 -1.1029 -1.5025
H 0.801510 -2.512273 -3.135273 -4.0964 1.2743 -0.5981
N -0.338225 0.127054 3.694175 1.3571 1.8983 2.2606
C -0.915969 -0.400001 4.873856 1.5462 6.2908 0.9938
C -0.807332 0.763750 5.836935 0.4761 -0.2223 -3.4697
C -0.137266 1.908736 5.181853 1.5770 -2.7327 -2.6529
C 0.313188 1.438892 3.771946 -8.3797 -4.6759 11.3125
H -0.424725 -0.233540 2.780117 0.1321 -1.0010 -0.5777
H -1.323955 -1.379828 5.037358 -0.0754 -0.0298 -0.5177
H -1.299855 0.963249 6.788762 0.2749 -0.8307 -0.1151
H 0.216439 2.837768 5.725612 -0.6411 -1.2853 -0.9890
H 0.841269 1.779004 3.069747 3.9128 2.8310 -5.5479
N -1.865868 2.962881 0.327853 2.2350 -1.6999 1.4512
C -2.355670 3.889412 -0.493426 -1.7196 1.0733 0.1362
C -3.229573 4.736617 0.314873 0.8423 -1.2584 0.5096
C -3.245116 4.161640 1.697902 4.4721 -2.4034 -3.7362
C -2.191807 3.046483 1.660885 -3.3054 2.3019 -0.9514
H -1.060595 2.344252 0.050820 -1.5264 0.6990 0.2488
H -2.153822 3.603362 -1.581994 -0.4645 1.6636 1.5931
H -3.681030 5.721081 -0.012041 0.3083 -1.6703 0.4003
H -3.816242 4.438578 2.527689 -0.5514 0.5632 0.9975
H -1.786887 2.253514 2.344767 -0.7098 1.2876 -0.5315
N 3.578474 -0.361919 0.983080 6.1898 -0.0701 -0.7178
C 4.913135 -0.306388 0.612797 2.0006 0.0709 1.6992
C 5.780617 -0.249581 1.860972 -3.1698 0.8626 -0.7710
C 4.732625 -0.207774 2.990180 -0.9684 -0.1678 -1.9826
C 3.477405 -0.346642 2.266058 0.1784 0.9652 4.3338
H 2.843895 -0.440476 0.378262 -2.1996 -0.2628 -1.9349
H 5.102323 -0.307666 -0.486876 0.4061 -0.0140 1.3054
H 6.935678 -0.049807 1.937298 -2.7350 -0.6177 -0.3131
H 4.712615 -0.028253 4.161667 0.5759 -0.5707 -2.9486
H 2.418966 -0.259098 2.476754 0.1657 -0.2299 1.6358
N 0.459411 -2.982514 2.166988 -1.7047 1.1730 0.7124
C 1.703440 -3.471794 2.180946 0.0694 -5.6814 3.9528
C 1.759452 -4.766260 3.124882 -3.7486 4.4580 -2.2037
C 0.321522 -4.798032 3.695445 3.4367 5.4962 -5.9306
C -0.436535 -3.656199 2.993894 4.5365 -3.6651 1.6770
H 0.110836 -2.009641 1.701477 1.5770 -2.9761 0.9558
H 2.615261 -3.182767 1.724364 0.0346 0.9376 -0.8309
H 2.659082 -5.441216 3.082013 -1.3918 0.7480 0.5337
H -0.055974 -5.623013 4.119517 -1.6096 -2.5187 1.9202
H -1.425708 -3.335749 3.191650 -0.6737 0.3492 -0.2073
N -2.769971 -1.443772 1.642197 -4.5291 0.9363 2.5720
C -3.400397 -0.614404 2.629419 -5.4197 -6.6187 -2.9290
C -4.799820 -1.095877 2.923454 4.5334 0.1275 -1.6039
C -4.996922 -2.220390 1.970446 5.8588 1.9263 -0.2642
C -3.717693 -2.453366 1.202096 -1.0058 4.3357 3.7157
H -1.898710 -1.083673 1.272308 -0.1439 -0.8662 -0.3969
H -2.948454 0.085803 3.139838 2.5723 3.5455 2.2004
H -5.277959 -0.673000 3.879196 0.1666 -0.9829 -2.1128
H -5.852638 -2.716928 1.717671 -2.0373 -1.3689 -0.1970
H -3.218839 -3.084084 0.523562 -0.6352 -1.2339 -1.0268
N 1.732847 3.167914 0.982485 1.8707 0.3942 -0.4740
C 1.193456 4.397107 1.163248 6.1209 2.7725 2.3838
C 2.383625 5.349287 1.688018 -0.9354 -12.6228 -3.8273
C 3.582496 4.408536 1.749055 -5.0487 -0.5481 -2.4483
C 3.151388 3.079431 1.168253 0.8390 1.6291 1.1240
H 1.139553 2.391071 0.623238 1.0747 0.7593 0.3732
H 0.205497 4.634077 0.899309 -1.1399 0.1146 -0.0378
H 2.324444 6.236079 2.032676 -0.5248 6.1104 2.1486
H 4.512483 4.877392 2.004758 0.6116 -0.7583 -0.0074
H 3.818365 2.082808 0.852064 -2.1721 2.9812 1.2125
N -0.527261 0.930486 -3.140458 1.2863 0.3120 0.0232
C -0.533165 0.492900 -4.456846 1.7029 3.8777 -1.0967
C 0.052446 1.614077 -5.349125 -1.7795 -0.8093 4.8851
C 0.246605 2.785831 -4.387476 0.1284 -4.6683 1.6483
C 0.041075 2.215721 -2.972978 -1.7785 -2.6324 -10.5289
H -0.691593 0.244363 -2.156004 0.2893 1.7869 -2.9072
H -0.985209 -0.472931 -4.739420 0.5689 0.7398 0.2023
H 0.254213 1.492408 -6.428974 -0.3235 0.4334 0.8979
H 0.736369 3.726291 -4.638544 -0.2524 -0.2622 0.1911
H 0.121622 2.598129 -2.087271 0.4928 2.3754 4.8538
N -3.639414 0.104229 -1.979357 -0.0135 3.5422 -1.7095
C -3.673704 1.376971 -2.551347 -3.9309 0.1346 -1.9264
C -5.061859 1.568586 -3.254683 1.8929 -2.6756 3.0477
C -5.850252 0.374160 -2.950076 5.5709 -0.9880 1.6821
C -4.841340 -0.544503 -2.197315 -1.1094 -0.4600 0.4379
H -2.653079 -0.016898 -1.550319 -2.8821 -0.9849 -0.3800
H -2.771586 2.002251 -2.461883 -0.9574 -0.3963 -0.4418
H -5.645606 2.366362 -3.735167 1.3268 0.1449 0.2250
H -6.854065 0.185908 -3.344424 0.5985 -0.2981 0.5262
H -4.795010 -1.574955 -1.643085 -1.0502 1.9617 -1.5384
N -1.418134 -2.620638 -1.886600 -1.6877 2.7759 -1.9699
C -2.007172 -2.904617 -3.106060 -0.1936 -0.5671 -0.3199
C -2.211893 -4.347599 -3.275850 2.5444 1.6534 1.4437
C -1.481478 -4.931401 -2.103437 -1.5775 8.7707 -1.1798
C -1.113865 -3.692860 -1.282692 1.2416 -8.8097 2.9944
H -1.365477 -1.557590 -1.511890 0.4425 -3.2194 -0.6877
H -1.989936 -1.935057 -3.660912 -1.0628 -1.5673 -0.4306
H -2.611694 -4.861909 -4.192731 0.5209 0.7324 1.2444
H -1.376289 -5.857201 -1.761042 0.3253 -3.7367 1.1259
H -0.667792 -3.931244 -0.182541 -1.0033 1.4926 -2.7513
C 3.237504 2.177059 -2.230344 -2.8660 3.1237 -2.7333
N 4.186419 3.306099 -2.002959 3.3127 -6.5859 0.0192
O 3.815906 4.382158 -2.007226 -1.9468 5.5245 -0.0215
O 5.378948 2.935752 -1.864950 -1.1044 0.6846 -0.0853
H 3.632481 1.301968 -1.983853 2.3137 -3.5159 0.8881
H 2.941735 2.162705 -3.375425 0.3983 0.2603 2.5046
H 2.374129 2.298384 -1.569012 0.0228 0.4782 -0.5374
```
Positions in Å, forces in eV/Å.

Calculated values
Net charge: -2
Energy in hartree: -3045.309572
Highest occupied orbital energy in eV: -3.180
Lowest unoccupied orbital energy in eV: 4.475

---

This record from the OMol25 dataset describes a 2-piece molecular cluster, C44H37N4O2 overall. The level of theory is wB97M-V/def2-TZVPD.

XYZ file:
```
87
Properties=species:S:1:pos:R:3:forces:R:3
C -0.546995 -2.129965 7.255766 -0.0847 -0.0293 -0.2562
C 0.807358 -2.345191 6.994985 0.1903 0.0044 -0.1177
C 1.245482 -2.664552 5.708952 -0.2382 0.0530 -0.1849
C 0.311962 -2.882810 4.672025 -0.0662 0.0275 0.5519
C 0.718403 -3.173203 3.285277 0.2421 -0.2038 -0.4670
C 1.775300 -2.456576 2.686119 -0.3544 0.0731 0.4875
C 2.244001 -2.612900 1.391558 0.7931 -0.7302 0.2389
C 3.448761 -2.035259 0.870127 0.7240 0.3325 -0.0857
C 3.995562 -2.484375 -0.363167 -0.4508 0.0094 0.2996
C 5.123469 -1.887337 -0.904297 0.2704 -0.0019 -0.1037
C 5.774915 -0.848193 -0.222611 -0.5414 -0.2243 0.0531
C 5.306502 -0.469947 1.041104 0.1941 0.1839 0.2298
C 4.182393 -1.067580 1.593155 -0.0136 -0.0455 -0.0475
C 0.008343 -4.238021 2.570363 -0.4307 -0.4755 -0.1844
C -0.343107 -4.098162 1.214706 -0.2633 0.0086 0.0368
C -1.080793 -5.079361 0.558013 0.2005 0.1101 0.0052
C -1.365812 -6.284392 1.200345 0.0186 -0.0037 0.1494
C -0.965354 -6.479558 2.528540 0.0664 0.2434 -0.0490
C -0.330596 -5.452358 3.224938 0.0284 0.3486 -0.1010
C -1.064778 -2.767043 4.980367 0.2584 0.0695 -0.2426
C -1.480116 -2.319494 6.232921 0.1642 -0.1346 -0.1109
H -0.881899 -1.815103 8.249205 0.1871 -0.1483 -0.3984
H 1.533637 -2.245902 7.801440 -0.1584 0.0236 -0.2478
H 2.308129 -2.788100 5.496745 -0.2407 0.0356 0.1560
H 2.276109 -1.746522 3.342005 -0.1944 -0.0270 -0.2227
H 1.786218 -3.341987 0.727972 0.1108 0.1525 0.2288
H 3.535022 -3.349097 -0.848187 0.0217 0.4411 -0.0663
H 5.521581 -2.236889 -1.861863 -0.1974 0.1094 0.3870
H 6.638804 -0.348882 -0.668835 -0.2895 -0.2262 0.2087
H 5.840717 0.297137 1.609954 -0.2205 -0.2999 -0.2310
H 3.880347 -0.832193 2.615680 0.0816 0.2620 -0.4711
H -0.057505 -3.189574 0.688268 -0.5573 -0.1151 0.1152
H -1.424283 -4.882510 -0.458405 0.1366 -0.1619 0.2640
H -1.904701 -7.074503 0.668613 0.1919 0.3187 0.2281
H -1.161763 -7.429228 3.027657 0.0171 0.3087 -0.1336
H -0.057478 -5.585753 4.273497 -0.0797 0.0218 -0.3050
H -1.795990 -2.972845 4.197593 0.1507 0.1393 0.2114
H -2.536551 -2.121085 6.403328 0.2291 -0.1623 0.0230
O 3.019506 3.153791 -0.202162 -0.3421 0.1770 -0.7560
C 2.519705 3.653541 -1.196347 -0.3304 -0.3500 0.0984
C 3.075806 4.912411 -1.824253 0.2451 0.0423 0.2801
C 4.078310 4.817972 -2.793175 -0.2730 0.1516 0.0830
C 4.543145 5.982344 -3.406883 0.0748 -0.1815 -0.0410
C 4.035532 7.225116 -3.032684 -0.0085 0.0183 0.1104
C 3.091818 7.316428 -2.008290 -0.0836 -0.1256 0.1035
C 2.612972 6.158665 -1.393019 0.1230 -0.0855 -0.2632
N 1.385310 3.136053 -1.859769 1.0069 0.0308 0.6049
C 0.703303 4.039807 -2.782601 -0.0252 0.7207 -0.2005
C -0.396807 3.369829 -3.554589 0.3413 -0.1215 0.1381
N -1.229586 2.637031 -2.647662 -0.3493 0.6129 -0.0355
C -2.494320 2.313184 -3.241134 0.0265 -0.2088 0.0176
C -3.386031 1.690976 -2.201489 -0.3540 0.2695 0.2605
N -2.727836 0.543778 -1.575228 -0.6613 -1.1351 -0.1220
C -3.397516 -0.695328 -1.535095 0.4034 -0.0128 -0.1910
O -2.824584 -1.773638 -1.477421 -0.3642 0.7845 0.1388
C -4.899933 -0.593707 -1.618680 -0.0289 -0.2466 -0.0210
C -5.528107 -1.225789 -2.696238 -0.0122 0.2665 0.2157
C -6.898760 -1.052821 -2.883270 0.0930 -0.1536 -0.1281
C -7.645528 -0.314658 -1.967445 0.0831 -0.0107 0.1323
C -7.026694 0.237597 -0.842521 0.1041 -0.0229 0.0357
C -5.648452 0.106956 -0.666147 0.0268 -0.0471 -0.2473
C -1.352911 0.651051 -1.281883 1.1106 -0.1708 0.3670
C -0.635205 -0.289339 -0.515028 0.1311 0.4605 -0.1076
N 0.672761 -0.162264 -0.251232 -0.3265 0.4931 0.0401
C 1.328271 0.945368 -0.641702 -0.3081 -0.0131 -0.1880
C 0.724274 1.964687 -1.410305 -0.2452 -0.8313 0.5628
C -0.633887 1.770143 -1.763833 0.1732 -0.5427 -0.3168
H 4.471697 3.833582 -3.058639 -0.1162 0.3461 -0.0355
H 5.305077 5.909192 -4.186311 -0.2324 0.0725 0.2671
H 4.391256 8.131168 -3.524512 -0.0856 -0.2638 0.1391
H 2.715847 8.287946 -1.684788 0.1496 -0.2466 -0.1253
H 1.870821 6.205192 -0.592022 0.2147 0.0751 -0.2698
H 0.267345 4.877144 -2.211282 0.1327 -0.2182 -0.2585
H 1.422282 4.451375 -3.499623 -0.1075 -0.0318 0.2597
H -1.030452 4.138071 -4.011293 0.3228 -0.0846 -0.1023
H 0.004609 2.712822 -4.347096 -0.0407 0.1245 0.0935
H -2.927252 3.257885 -3.594566 -0.1163 -0.2950 -0.0042
H -2.356421 1.644486 -4.113081 -0.1629 0.0651 0.2112
H -3.627451 2.433137 -1.426343 -0.0185 -0.0772 -0.2457
H -4.308987 1.383497 -2.699660 0.1762 -0.0279 0.3431
H -4.923295 -1.823406 -3.380490 -0.2324 0.2135 0.1162
H -7.373985 -1.499586 -3.758817 0.0607 0.1271 0.3221
H -8.717600 -0.186306 -2.116666 0.2866 -0.0226 0.0395
H -7.615241 0.783462 -0.102977 0.1500 -0.1783 -0.2375
H -5.143768 0.540507 0.202647 -0.2168 -0.0502 -0.3247
H -1.118077 -1.173753 -0.099780 0.0585 0.3360 -0.3077
H 2.363749 1.013711 -0.308471 -0.3491 0.0810 -0.2990
```
Positions in Å, forces in eV/Å.

Calculated values
Net charge: +1
Energy in hartree: -2068.171662
Highest occupied orbital energy in eV: -9.828
Lowest unoccupied orbital energy in eV: -4.892

---

This record from the OMol25 dataset describes a 2-piece molecular cluster, C5H12N2O overall. The level of theory is wB97M-V/def2-TZVPD.

XYZ file:
```
20
Properties=species:S:1:pos:R:3:forces:R:3
C 1.682230 -0.074949 0.999937 1.2011 -0.8480 -0.0682
O 2.794564 0.587632 1.056094 -0.4770 0.1322 0.2965
C 1.218298 0.085923 -0.569168 -0.1303 1.0133 -1.2682
C 0.128563 -0.889965 -0.894178 -0.9762 0.4265 0.2317
C -1.188604 -0.633269 -0.323371 0.5468 -1.8859 0.2776
C -1.983617 0.501266 -0.439350 -0.8876 1.0457 0.7128
N -3.089579 0.482732 0.371182 1.0218 -0.3133 -2.0038
N 2.355764 -0.109561 -1.469211 -0.5307 -0.1790 0.1951
H 0.853066 0.239680 1.655366 -0.4817 0.3944 -0.4625
H 1.801027 -1.176903 1.097109 -0.0334 -0.0833 -0.0029
H -1.310327 1.102780 2.560563 -0.0689 -0.0219 0.1716
H 0.794954 1.099866 -0.670038 0.1694 -0.0030 0.5714
H -0.098887 -0.565083 -1.936217 0.2072 0.1894 0.0211
H 0.468816 -1.917367 -0.989503 -0.1015 -0.0613 0.4933
H -1.673482 -1.516544 0.123369 -0.1021 -0.1674 -0.4388
H -0.950061 1.484388 2.043732 0.0749 0.1283 -0.0061
H -3.413742 -0.477508 0.490672 -0.1202 0.1708 0.9987
H -3.829964 1.101699 0.066295 0.0825 0.0108 0.1869
H 3.160552 0.144392 -0.919406 0.4795 0.1659 -0.0467
H 2.280425 0.530787 -2.253884 0.1264 -0.1139 0.1405
```
Positions in Å, forces in eV/Å.

Calculated values
Net charge: 0
Energy in hartree: -382.155180
Highest occupied orbital energy in eV: -7.835
Lowest unoccupied orbital energy in eV: -3.197